1.
A single C3H5N3 molecule at a distorted geometry, computed with ωB97M-V/def2-TZVPD.

Structure (ORCA input):
```
! RIJCOSX wB97M-V def2-TZVPD def2/J DEFGRID3
* xyz 0 1
N 1.822 0.060 0.940
N -1.736 -0.148 0.201
N -0.139 1.547 -0.338
C 0.661 -0.606 0.280
C 2.019 -0.394 -0.211
C -0.460 0.351 -0.030
H -1.880 -1.139 0.087
H 2.816 -0.598 -0.915
H -0.968 2.120 -0.471
H 0.363 -1.613 0.603
H -2.497 0.419 -0.148
*
```

Output
* ΔE to the lowest compared entry with this formula, charge and spin: 220.1 kJ/mol
* energy: -281.506217 Eh
* max |F|: 0.0208 Eh/bohr
* SMILES: [H]/N=C(\N)[C@H]1C=N1
* E_HOMO: -9.38 eV
* Kohn-Sham gap: 10.31 eV

Löwdin population analysis, charges in e, atoms 1 to 4: atom 1 (N): 0.16, atom 2 (N): 0.11, atom 3 (N): 0.12, atom 4 (C): -0.26

=====

2.
2 unconnected molecules or ions with the total composition C4H12 at a distorted geometry, computed with ωB97M-V/def2-TZVPD.

Structure (ORCA input):
```
! RIJCOSX wB97M-V def2-TZVPD def2/J DEFGRID3
* xyz 0 1
C -1.667 0.915 2.233
C 1.055 -0.979 -2.650
C -0.346 0.266 1.786
C 0.907 -0.145 -1.330
H -1.549 1.925 1.901
H -2.427 0.390 1.690
H 1.504 0.668 -1.563
H 2.034 -1.474 -2.839
H -1.527 0.839 3.262
H 0.575 0.914 1.760
H -0.496 -0.361 0.876
H -0.152 0.154 -1.096
H -0.122 -0.548 2.437
H 0.894 -0.236 -3.440
H 0.296 -1.847 -2.720
H 1.280 -0.764 -0.510
*
```

Output
* ΔE to the lowest compared entry with this formula, charge and spin: 108.0 kJ/mol
* energy: -159.543836 Eh
* max |F|: 0.0636 Eh/bohr
* SMILES: CC.CC
* E_HOMO: -11.32 eV
* Kohn-Sham gap: 12.44 eV

Löwdin population analysis, charges in e, atoms 1 to 4: atom 1 (C): -0.14, atom 2 (C): -0.18, atom 3 (C): -0.19, atom 4 (C): -0.17

=====

3.
A gas-phase ion, C4H10NS (charge +1) at a distorted geometry, computed with ωB97M-V/def2-TZVPD.

Structure (ORCA input):
```
! RIJCOSX wB97M-V def2-TZVPD def2/J DEFGRID3
* xyz 1 1
S 1.224 1.221 -1.006
N 0.475 -0.155 1.147
C 0.018 -0.058 -0.350
C 0.586 -1.217 -1.133
C 0.429 1.270 1.486
C -1.455 0.287 -0.459
H 0.440 -1.194 -2.222
H -2.115 -0.411 -0.086
H -1.536 0.497 -1.557
H -0.439 1.823 1.341
H -0.206 -0.684 1.571
H 1.221 1.628 2.053
H -1.756 1.093 0.058
H 1.663 -1.429 -1.016
H 0.005 -2.140 -0.787
H 1.445 -0.529 0.960
*
```

Output
* ΔE to the lowest compared entry with this formula, charge and spin: 421.6 kJ/mol
* energy: -610.942670 Eh
* max |F|: 0.0960 Eh/bohr
* E_HOMO (spin up / spin down): -14.03 / -13.65 eV
* Kohn-Sham gap (spin up / spin down): 8.57 / 7.45 eV

Löwdin population analysis, charges in e, atoms 1 to 4: atom 1 (S): 0.85, atom 2 (N): 0.05, atom 3 (C): -0.82, atom 4 (C): -0.15

=====

4.
3 unconnected molecules or ions with the total composition C2H11N3O2 at a distorted geometry, computed with ωB97M-V/def2-TZVPD.

Structure (ORCA input):
```
! RIJCOSX wB97M-V def2-TZVPD def2/J DEFGRID3
* xyz 0 1
O -3.309 1.682 -0.345
O 2.874 -1.170 -2.029
N -0.881 -1.772 0.769
N 1.416 -1.130 0.359
N -0.238 0.468 0.311
C 0.168 -0.833 0.443
C 0.667 1.586 0.136
H -4.126 1.982 -0.694
H -3.173 2.287 0.384
H 2.412 -1.227 -1.220
H -0.649 -2.611 1.362
H 0.063 2.529 0.262
H -1.608 -1.268 1.356
H 1.015 1.449 -0.943
H 1.733 -2.079 0.395
H 3.338 -1.963 -1.851
H -1.268 0.549 0.409
H 1.566 1.520 0.894
*
```

Output
* ΔE to the lowest compared entry with this formula, charge and spin: 124.3 kJ/mol
* energy: -397.520589 Eh
* max |F|: 0.0583 Eh/bohr
* SMILES: [H]/N=C(\N)NC.O.O
* E_HOMO: -8.83 eV
* Kohn-Sham gap: 9.23 eV

Löwdin population analysis, charges in e, atoms 1 to 4: atom 1 (O): -0.04, atom 2 (O): -0.05, atom 3 (N): 0.07, atom 4 (N): 0.08

=====

5.
8 unconnected molecules or ions with the total composition C35H38F3N3O2 at a distorted geometry, computed with ωB97M-V/def2-TZVPD.

Structure (ORCA input):
```
! RIJCOSX wB97M-V def2-TZVPD def2/J DEFGRID3
* xyz 0 1
F -6.149 -2.662 2.951
F 2.425 -2.062 -1.488
F -3.361 7.100 0.991
O -0.377 0.422 -1.321
O 0.189 -1.462 4.751
N -2.065 0.371 4.184
N 2.295 -1.029 -4.777
N 2.827 1.209 -0.613
C -5.895 -2.546 1.639
C -3.061 5.910 0.436
C 0.831 -0.826 3.662
C 4.878 0.006 -4.920
C -2.606 -0.252 3.136
C 3.158 -1.466 -5.688
C 4.322 0.789 1.176
C 4.928 -4.175 0.147
C 4.012 0.410 -3.912
C -4.347 -2.589 -0.189
C -4.614 -2.792 1.175
C 3.615 1.647 1.979
C -2.375 3.444 -0.591
C -3.530 4.100 -1.024
C 5.185 -4.209 -2.263
C -0.791 -0.183 -0.108
C -3.283 1.825 2.159
C -3.924 5.305 -0.464
C 3.445 -2.906 -1.236
C 2.466 2.272 1.469
C -6.937 -2.243 0.796
C -1.900 5.312 0.845
C 3.824 -3.319 0.026
C 3.878 0.579 -0.124
C -5.409 -2.355 -1.043
C 2.127 2.061 0.137
C -3.328 0.439 2.154
C -1.973 1.696 4.131
C -2.611 2.481 3.190
C 2.744 -0.138 -3.871
C -1.574 4.047 0.359
C 4.440 -0.924 -5.835
C 5.522 -4.690 -0.999
C -6.680 -2.163 -0.562
C 4.143 -3.315 -2.372
H -1.457 2.189 4.952
H 1.205 2.487 -0.237
H 0.442 -0.001 -1.595
H -5.226 -2.320 -2.112
H 6.338 -5.390 -0.866
H 4.312 -0.124 -0.827
H 1.990 0.084 -3.133
H -0.700 -1.075 4.871
H 3.805 -3.060 -3.369
H -1.016 0.504 0.707
H -0.597 3.647 0.602
H 5.649 -4.638 -3.140
H -3.319 -2.640 -0.518
H -4.024 -0.074 1.504
H -1.753 -0.684 -0.295
H -1.322 5.852 1.586
H -7.472 -1.987 -1.280
H -2.126 2.475 -1.004
H 1.917 2.995 2.059
H -2.636 3.560 3.239
H -4.736 5.899 -0.866
H -7.927 -2.107 1.212
H -3.782 -3.083 1.802
H 3.954 1.956 2.959
H 0.768 0.259 3.776
H 5.140 0.215 1.594
H -3.819 2.437 1.448
H -4.180 3.626 -1.748
H -2.564 -1.334 3.190
H 4.266 0.946 -3.005
H 5.059 -1.233 -6.667
H 3.310 -2.988 0.919
H 1.855 -1.188 3.588
H -0.137 -1.007 0.183
H 5.835 0.501 -5.032
H 2.826 -2.219 -6.391
H 0.365 -1.083 2.699
H 5.291 -4.517 1.104
*
```

Output
* ΔE to the lowest compared entry with this formula, charge and spin: 3.9 kJ/mol
* energy: -1970.753646 Eh
* max |F|: 0.0302 Eh/bohr
* SMILES: Fc1ccccc1.Fc1ccccc1.Fc1ccccc1.c1ccncc1.c1ccncc1.c1ccncc1.CO.CO
* E_HOMO: -9.39 eV
* Kohn-Sham gap: 9.97 eV

Löwdin population analysis, charges in e, atoms 1 to 4: atom 1 (F): 0.06, atom 2 (F): 0.05, atom 3 (F): 0.06, atom 4 (O): -0.13

=====

6.
A single C4H6N2O molecule at a distorted geometry, computed with ωB97M-V/def2-TZVPD.

Structure (ORCA input):
```
! RIJCOSX wB97M-V def2-TZVPD def2/J DEFGRID3
* xyz 0 1
O -2.278 0.690 -0.086
N 1.584 0.654 -0.468
N 0.677 -1.262 0.537
C 1.777 -0.491 0.258
C 0.206 0.631 -0.758
C -0.310 -0.611 -0.051
C -0.886 0.781 0.455
H -0.444 0.947 -1.664
H -2.222 1.567 -0.788
H -0.932 -1.422 -0.568
H 0.646 -2.364 1.112
H 2.774 -0.538 0.638
H -0.592 1.418 1.382
*
```

Output
* ΔE to the lowest compared entry with this formula, charge and spin: 543.4 kJ/mol
* energy: -340.587922 Eh
* max |F|: 0.1519 Eh/bohr
* SMILES: O[C@@H]1[C@H]2N=CN[C@@H]12
* E_HOMO: -8.02 eV
* Kohn-Sham gap: 8.47 eV

Löwdin population analysis, charges in e, atoms 1 to 4: atom 1 (O): -0.15, atom 2 (N): 0.06, atom 3 (N): 0.00, atom 4 (C): -0.16

=====

7.
A single C5H13N molecule at a distorted geometry, computed with ωB97M-V/def2-TZVPD.

Structure (ORCA input):
```
! RIJCOSX wB97M-V def2-TZVPD def2/J DEFGRID3
* xyz 0 1
N 1.621 -0.239 0.117
C -1.305 -1.156 -0.697
C 0.307 0.422 0.332
C -0.510 0.164 -0.827
C -1.470 1.354 -0.854
C 2.408 -0.295 1.402
H -2.069 -1.170 -1.566
H 1.336 -1.301 -0.267
H 3.105 -1.084 1.177
H 0.359 1.683 0.548
H 2.798 0.873 1.916
H -1.021 2.325 -0.609
H -0.738 -2.189 -0.827
H -1.950 -1.271 0.210
H 1.636 -0.833 2.324
H 0.137 0.033 -1.731
H -1.934 1.484 -1.842
H -0.388 -0.013 1.256
H -2.323 1.213 -0.063
*
```

Output
* ΔE to the lowest compared entry with this formula, charge and spin: 368.2 kJ/mol
* energy: -252.922849 Eh
* max |F|: 0.0890 Eh/bohr
* SMILES: CNCC(C)C
* E_HOMO: -8.91 eV
* Kohn-Sham gap: 10.00 eV

Löwdin population analysis, charges in e, atoms 1 to 4: atom 1 (N): -0.17, atom 2 (C): -0.12, atom 3 (C): -0.35, atom 4 (C): -0.52

=====

8.
A molecular structure, C5H9NO at a distorted geometry, computed with ωB97M-V/def2-TZVPD.

Structure (ORCA input):
```
! RIJCOSX wB97M-V def2-TZVPD def2/J DEFGRID3
* xyz 0 1
O -1.717 -1.422 1.057
N 1.556 -1.246 0.267
C -1.454 -0.694 0.109
C 2.229 1.372 0.701
C 1.091 -0.104 0.350
C -0.081 0.667 0.254
C -2.202 -0.923 -1.186
H 1.796 2.366 0.800
H -0.370 1.156 1.179
H -3.052 -1.600 -1.052
H 2.934 1.320 -0.126
H 2.687 1.071 1.641
H -2.562 0.054 -1.526
H 0.827 -1.957 0.119
H -0.153 1.274 -0.642
H -1.529 -1.333 -1.946
*
```

Output
* ΔE to the lowest compared entry with this formula, charge and spin: 383.3 kJ/mol
* energy: -325.791581 Eh
* max |F|: 0.1294 Eh/bohr
* E_HOMO: -8.50 eV
* Kohn-Sham gap: 9.29 eV

Löwdin population analysis, charges in e, atoms 1 to 4: atom 1 (O): 0.03, atom 2 (N): 0.15, atom 3 (C): -0.31, atom 4 (C): -0.01

=====

Which of these has the lowest ΔE to the lowest compared entry with this formula, charge and spin? C35H38F3N3O2

=====

What is the formula in the third record? C4H10NS

=====

The highest ΔE to the lowest compared entry with this formula, charge and spin belongs to which entry? C4H6N2O